C5H11Cl3O | ωB97M-V/def2-TZVPD

Computed properties:
SMILES	ClC(Cl)Cl.CCOCC
HOMO	-0.3561	Eh
total energy	-1652.899122	hartree
frontier orbital gap	10.3728	eV
E_LUMO	0.7	eV

Structure (ORCA input):
```
! wB97M-V def2-TZVPD RIJCOSX def2/J DEFGRID3
* xyz 0 1
Cl 0.09755 -2.55471 -3.90455
C -1.02379 -1.20859 -3.83218
Cl -0.29077 0.28272 -4.44393
Cl -1.62249 -0.98577 -2.18464
H -1.88068 -1.43033 -4.45232
C -0.48411 2.66200 1.26631
C -0.66622 1.16793 1.36225
O 0.60443 0.56011 1.31245
C 0.50967 -0.84387 1.24167
C 1.89883 -1.42164 1.16192
H -1.44288 3.18093 1.24301
H 0.07893 3.04136 2.12252
H 0.07372 2.92625 0.36793
H -1.17365 0.90450 2.30361
H -1.30039 0.79176 0.54434
H -0.05201 -1.23402 2.10657
H -0.06604 -1.12772 0.34765
H 2.49169 -1.12099 2.02554
H 2.38877 -1.07765 0.25249
H 1.85947 -2.51223 1.15935
*
```

C27H39F2KN3O5P2S2Si | ωB97M-V/def2-TZVPD

Computed properties:
HOMO	-0.3578	Eh
total energy	-4159.837517	hartree
frontier orbital gap	5.9625	eV
E_LUMO	-3.8	eV

Structure (ORCA input):
```
! wB97M-V def2-TZVPD RIJCOSX def2/J DEFGRID3
* xyz 1 1
C -3.40810 3.20099 -0.82692
Si -1.94416 2.87412 -2.07273
C -0.77603 4.44326 -1.89617
C -0.99376 1.21303 -1.62852
C -1.57756 -0.04100 -2.50688
C -0.88512 -1.51109 -2.10946
F -2.02409 -2.40653 -1.79881
F -0.31411 -2.09423 -3.38242
C 0.21499 -1.29993 -0.91985
C 1.77578 -0.82101 -1.28494
P 2.41444 -0.42372 -3.05823
O 3.08057 -1.82527 -3.84863
O 1.22485 0.40238 -4.02157
C 2.95388 -0.61958 -0.11411
C 4.51121 -0.17441 -0.50587
C 5.30738 -1.61799 -0.78785
O 6.22235 -1.44601 -1.92745
C 2.59042 -0.87288 1.45675
C 3.77812 -0.71985 2.61883
C 4.64249 -2.14967 2.68200
C 6.18370 -1.75590 3.07792
S 6.22795 -0.99580 4.80644
C 1.03811 -1.32661 1.88812
N 0.87048 -1.52246 3.37384
C -0.55357 -1.92815 3.60434
C -0.96441 -2.25598 5.19311
C -1.65368 -0.96279 5.94694
C -1.58890 0.41974 5.05119
S -2.49238 1.80846 5.97805
C -1.74604 -2.09006 2.51856
P -3.54595 -2.60006 3.03924
N -4.19899 -1.42163 3.97532
O -3.57075 -4.15955 3.85955
O -4.54698 -2.76685 1.60095
N -1.50333 -1.87171 1.06385
C -0.08486 -1.50757 0.71613
C -2.57697 2.91169 -3.90374
C -4.07834 2.42325 -4.40056
C -4.59204 2.44323 -5.98037
C -3.52156 2.99249 -7.12730
C -2.05043 3.51354 -6.61717
C -1.52382 3.50655 -5.05738
H -3.90767 4.26119 -1.04073
H -4.22267 2.35901 -0.87127
H -2.98967 3.25549 0.28399
H 0.19069 4.29006 -2.55958
H -0.48703 4.58672 -0.75907
H -1.36006 5.43962 -2.19704
H -1.13273 1.09936 -0.46008
H 0.13496 1.42995 -1.87088
H -2.75793 -0.09632 -2.34766
H -1.38470 0.13260 -3.64853
H 3.92997 -1.48238 -4.30200
H 1.09847 -0.12166 -4.88894
H 5.08910 0.32539 0.38230
H 4.57009 0.56436 -1.41222
H 4.55237 -2.51332 -0.89861
H 5.92423 -1.84720 0.20826
H 6.45283 -2.39361 -2.21497
H 4.45871 0.22019 2.46360
H 3.31942 -0.60721 3.71447
H 4.52441 -2.79852 1.71528
H 4.21307 -2.78145 3.59727
H 6.84740 -2.72320 3.02307
H 6.52152 -0.91523 2.30150
H 6.11493 0.40858 4.57336
H 0.05829 -2.46510 5.77242
H -1.58964 -3.25367 5.29496
H -1.10642 -0.76459 6.97378
H -2.76675 -1.27360 6.23518
H -2.17753 0.30354 4.02087
H -0.45326 0.64986 4.86143
H -3.73483 1.99811 5.31512
H -4.47578 -1.83096 4.90717
H -2.65542 -4.54374 3.64386
H -4.54338 -3.76820 1.42977
H -4.86717 2.02662 -3.60268
H -5.64909 2.08790 -6.34340
H -3.78868 3.01833 -8.28468
H -1.27835 3.92252 -7.43066
H -0.47088 3.88800 -4.69967
K -6.52161 2.94811 -7.55922
*
```

C5H15N2O | ωB97M-V/def2-TZVPD

Computed properties:
relative energy (zero: lowest compared OMol25 entry of this formula, charge and spin)	42.91	kcal per mole
SMILES	CN(C)C[C@H]([NH3+])CO
HOMO	-0.4531	Eh
total energy	-383.982653	hartree
frontier orbital gap	8.9518	eV
E_LUMO	-3.4	eV

Structure (ORCA input):
```
! wB97M-V def2-TZVPD RIJCOSX def2/J DEFGRID3
* xyz 1 1
C -0.21464 -2.30450 1.44259
N 0.32458 -1.12563 0.76997
C 1.62990 -1.35501 0.16525
C -0.60264 -0.41530 -0.07813
C -0.42939 1.10169 0.14724
N -1.66063 1.80247 -0.42117
C 0.73074 1.78736 -0.57651
O 0.47405 1.84943 -1.96196
H -1.31024 -2.29558 1.46138
H 0.00061 -3.24557 0.92449
H 0.09545 -2.33621 2.48647
H 2.02233 -2.31897 0.48089
H 1.63146 -1.42480 -0.91809
H 2.34745 -0.61652 0.47368
H -0.45667 -0.64261 -1.14096
H -1.59238 -0.70384 0.16987
H -0.39227 1.21503 1.21958
H -1.93365 2.67053 0.04259
H -1.49131 1.96555 -1.42277
H -2.45155 1.17749 -0.32009
H 0.74895 2.78563 -0.17142
H 1.70795 1.37137 -0.37214
H 0.82190 1.05800 -2.40079
*
```

C5H12NO3 | ωB97M-V/def2-TZVPD

Computed properties:
relative energy (zero: lowest compared OMol25 entry of this formula, charge and spin)	12.36	kcal per mole
HOMO	-0.5464	Eh
total energy	-477.944195	hartree
frontier orbital gap	11.5817	eV
E_LUMO	-3.3	eV

Structure (ORCA input):
```
! wB97M-V def2-TZVPD RIJCOSX def2/J DEFGRID3
* xyz 1 1
O -0.10634 2.19149 0.95532
C -0.00867 0.86437 1.01605
C 0.95637 0.30182 -0.05335
N 1.09310 -1.09974 0.33833
C 0.64365 -1.96376 -0.90801
C 0.19208 -0.97325 -1.98618
C 0.47334 0.48090 -1.49264
O -0.26901 0.23341 2.01412
H -0.85856 2.44140 1.55822
H 1.84084 0.91011 0.08668
H 2.08679 -1.22593 0.62992
H 0.56403 -1.29075 1.20871
H 1.53147 -2.57052 -1.09048
H -0.04446 -2.70295 -0.52050
H 0.76261 -1.19787 -2.93113
H -0.85748 -1.15288 -2.28276
H -0.51646 0.86554 -1.32416
H 1.15518 1.05200 -2.17009
H -3.06372 -0.32055 0.55308
H -2.32758 -0.00933 -0.75549
O -2.30673 0.16664 0.19171
*
```

C33H37IrN4O2S | ωB97M-V/def2-TZVPD

Computed properties:
relative energy (zero: lowest compared OMol25 entry of this formula, charge and spin)	0.00	kcal per mole
HOMO	-0.5128	Eh
total energy	-2151.245342	hartree
frontier orbital gap	6.8728	eV
E_LUMO	-7.1	eV

Structure (ORCA input):
```
! wB97M-V def2-TZVPD RIJCOSX def2/J DEFGRID3
* xyz 2 1
Ir -1.02491 -0.46843 -0.83999
C 5.84529 0.36891 0.59703
C 5.34485 -0.07871 -0.77548
C 5.99661 -1.42355 -1.13392
C 5.72828 0.98265 -1.82064
C 3.83683 -0.24426 -0.80608
C 3.18737 -0.64837 -1.97238
C 1.81910 -0.75259 -2.00618
N 1.03954 -0.48970 -0.94601
C 1.64916 -0.12274 0.20371
C 3.02060 0.00386 0.29371
C 0.74108 0.16623 1.32861
C 1.14853 0.55277 2.58479
C 0.21845 0.86071 3.58260
C -1.12457 0.76778 3.23057
C -1.48673 0.37302 1.95987
N -0.57427 0.05189 1.03535
C 0.69461 1.28960 4.95985
C -0.47288 1.57956 5.90184
C 1.54380 2.56236 4.80866
C 1.55105 0.16064 5.55532
H 6.92934 0.47016 0.56504
H 5.61122 -0.36051 1.37586
H 5.43800 1.34135 0.88229
H 7.08069 -1.31107 -1.12475
H 5.71030 -1.76609 -2.12873
H 5.73096 -2.19818 -0.41255
H 6.80825 1.12933 -1.80347
H 5.24899 1.93932 -1.60777
H 5.45191 0.67874 -2.83075
H 3.74303 -0.86919 -2.87236
H 1.32082 -1.04979 -2.91261
H 3.46000 0.31543 1.22758
H 2.20405 0.62953 2.79694
H -1.90732 1.00832 3.93366
H -2.51867 0.30844 1.64667
H -1.09702 2.39802 5.53833
H -0.08114 1.87755 6.87362
H -1.09894 0.69912 6.05928
H 0.96348 3.37576 4.37040
H 2.42716 2.39765 4.18993
H 1.88723 2.88364 5.79190
H 0.97459 -0.75973 5.66226
H 1.89917 0.45727 6.54462
H 2.43170 -0.05272 4.94767
C -3.90982 2.57307 -5.20102
O -4.15854 1.47751 -4.29915
C -3.16160 0.65092 -3.98833
C -1.83578 0.78515 -4.44510
C -0.88248 -0.10810 -4.04422
C -1.21053 -1.18838 -3.18957
C -2.53974 -1.36070 -2.80512
C -3.49875 -0.41458 -3.15540
N -4.86046 -0.51519 -2.77922
C -5.44675 -1.16723 -1.80922
C -4.89662 -1.86779 -0.70067
C -5.66354 -2.94379 -0.19905
C -5.15005 -3.78701 0.75307
C -3.86616 -3.54425 1.24844
C -3.12847 -2.44663 0.84307
C -3.64625 -1.55135 -0.10240
O -3.04808 -0.42473 -0.42947
H -4.86149 3.08063 -5.30811
H -3.57686 2.19973 -6.16846
H -3.17431 3.25224 -4.77177
H -1.56783 1.60196 -5.09858
H 0.13014 0.01383 -4.40560
H -0.52782 -2.02077 -3.07582
H -2.84094 -2.27090 -2.30422
H -5.47675 -0.03055 -3.42422
H -6.52583 -1.21031 -1.92231
H -6.64788 -3.12647 -0.61360
H -5.72471 -4.62790 1.11247
H -3.45108 -4.21163 1.99304
H -2.16648 -2.24588 1.30016
S -1.34627 1.73181 -1.27409
C 0.16245 2.18666 -1.88743
N 1.19970 2.47671 -2.30240
*
```

C5H13N2 | ωB97M-V/def2-TZVPD

Computed properties:
relative energy (zero: lowest compared OMol25 entry of this formula, charge and spin)	39.59	kcal per mole
SMILES	C=C[C@@](C)(N)C[NH3+]
HOMO	-0.4994	Eh
total energy	-307.558521	hartree
frontier orbital gap	10.2015	eV
E_LUMO	-3.4	eV

Structure (ORCA input):
```
! wB97M-V def2-TZVPD RIJCOSX def2/J DEFGRID3
* xyz 1 1
C -0.81082 -1.59199 -1.17154
C 0.34725 -1.09367 -0.75961
C 0.54416 -0.12143 0.38389
C -0.44078 -0.34284 1.54156
N 1.93627 -0.19201 0.78100
C 0.36618 1.30553 -0.21331
N -0.90615 1.39011 -0.97572
H -0.85144 -2.26766 -2.00854
H -1.74501 -1.45003 -0.64914
H 1.26272 -1.33014 -1.28320
H -0.22709 0.35324 2.35025
H -1.47869 -0.21750 1.24423
H -0.32582 -1.35249 1.92811
H 2.12967 0.38746 1.58889
H 2.21080 -1.14017 1.00448
H 0.38327 2.05329 0.57895
H 1.20780 1.48573 -0.88312
H -1.01686 0.44191 -1.42481
H -0.88486 2.12910 -1.68469
H -1.70061 1.55355 -0.34767
*
```